Record 1
Entry from the Open Molecules 2025 dataset: a molecular structure, C6H17BrCl3HfN4O21 at a distorted geometry (ωB97M-V with the def2-TZVPD basis set).

Computed properties:
2S+1: 1
total charge: -1
E: -6038.7286 hartree

Each line ends with the Mulliken charge.
Cartesian coordinates (Å):
1 Hf 1.18150 0.24016 -0.13916  1.945
2 Cl 2.90660 -1.30485 -4.88797  1.705
3 O 2.22670 -0.72546 -3.79521  -0.659
4 O 4.23112 -0.78311 -4.97529  -0.577
5 O 2.87486 -2.68042 -4.49812  -0.571
6 O 2.09831 -0.90076 -5.93564  -0.543
7 Cl 0.54539 4.69051 -3.08086  1.640
8 O 0.20241 3.91666 -1.98349  -0.572
9 O 1.80392 5.46539 -2.76422  -0.592
10 O 0.89771 3.85011 -4.14307  -0.586
11 O -0.52430 5.60140 -3.50097  -0.624
12 Cl 1.07917 -1.11144 4.83156  1.712
13 O 1.83072 -0.80030 3.64735  -0.672
14 O -0.25282 -1.46850 4.43714  -0.663
15 O 1.72376 -2.13370 5.54761  -0.635
16 O 1.05111 0.07331 5.64279  -0.655
17 C -2.58365 -4.13091 -1.47861  -0.967
18 C -1.97355 -3.77462 -0.06913  -0.112
19 O -1.04334 -2.74019 -0.15544  -0.470
20 H -2.89896 -3.24156 -2.02427  0.255
21 H -3.44277 -4.80172 -1.47217  0.346
22 H -1.88418 -4.50247 -2.22746  0.308
23 H -1.63868 -4.77090 0.21962  0.244
24 H -2.81777 -3.67613 0.61328  0.282
25 Br 4.69070 1.57785 0.00129  -0.429
26 C -2.77523 0.72836 -5.24729  -0.776
27 N -2.99798 0.61399 -3.80617  0.786
28 O -4.15271 0.79385 -3.40518  -0.502
29 O -2.02880 0.52443 -3.01306  -0.452
30 H -3.69704 1.01163 -5.75535  0.319
31 H -2.69140 -0.34111 -5.44048  0.308
32 H -1.93329 1.27996 -5.66558  0.299
33 C 3.91553 -4.60565 2.10228  -0.743
34 N 4.12367 -4.06524 0.73299  0.817
35 O 3.48364 -3.00528 0.42675  -0.508
36 O 4.91419 -4.67722 0.06382  -0.484
37 H 4.49485 -5.52894 2.10579  0.345
38 H 2.86299 -4.75815 2.34102  0.252
39 H 4.45718 -4.00345 2.83171  0.287
40 C 1.04578 4.80899 4.32002  -0.698
41 N 1.35988 4.44297 2.89250  0.837
42 O 1.14427 3.27727 2.52539  -0.506
43 O 1.88252 5.26122 2.21784  -0.509
44 H 0.06435 4.44426 4.62312  0.255
45 H 0.97639 5.88979 4.44307  0.308
46 H 1.89121 4.37702 4.85552  0.284
47 C -4.33351 1.46453 2.80943  -0.746
48 N -3.15416 2.04520 2.13922  0.777
49 O -2.42116 1.19806 1.55167  -0.477
50 O -2.89472 3.18144 2.48127  -0.474
51 H -4.97661 2.09907 3.41925  0.314
52 H -3.95432 0.78465 3.57237  0.293
53 H -4.88949 0.89000 2.06855  0.282

=====

Record 2
Entry from the Open Molecules 2025 dataset: a gas-phase ion, C6H17ClO2P (charge -1) (ωB97M-V with the def2-TZVPD basis set).

Computed properties:
2S+1: 1
total charge: -1
E: -1190.7822 hartree

Each line ends with the Mulliken charge.
Cartesian coordinates (Å):
1 C -0.36875 -0.71565 -3.94062  -1.093
2 C -1.02301 -1.42552 -2.75694  -0.567
3 C -1.20853 -0.60224 -1.48859  -0.285
4 Cl -1.72184 1.10794 -1.85639  -0.284
5 P 0.36195 -0.66762 -0.32025  -0.418
6 O -0.69573 -0.47481 1.09641  -0.541
7 C -0.68889 0.69162 1.85882  -0.635
8 C 0.41682 0.72583 2.92518  0.498
9 C 1.70301 1.41829 2.48393  -1.286
10 O -0.13106 1.40844 4.07383  -0.579
11 H 0.57679 -0.25875 -3.63704  0.274
12 H -1.00936 0.08051 -4.32889  0.309
13 H -0.16550 -1.42542 -4.74830  0.365
14 H -1.97102 -1.87644 -3.08071  0.371
15 H -0.36860 -2.25727 -2.45212  0.317
16 H -2.04935 -0.98821 -0.91175  0.308
17 H 0.54581 0.77540 -0.38802  0.006
18 H 1.53483 -0.82182 0.53935  0.073
19 H 0.07092 -2.09731 -0.23303  -0.049
20 H 1.20984 -0.87758 -1.49903  0.067
21 H -0.60816 1.59058 1.22413  0.338
22 H -1.64322 0.75053 2.39689  0.301
23 H 0.62566 -0.31670 3.19717  0.197
24 H 1.94412 1.15483 1.45474  0.313
25 H 2.55551 1.14997 3.11811  0.362
26 H 1.54938 2.50235 2.53619  0.342
27 H 0.55837 1.44903 4.73692  0.296

=====

In eV, the orbital gap values for the records above are, in order, 1.89; 7.23.
In eV, the HOMO level values for the records above are, in order, -6.7; -3.8.
In kJ/mol, the ΔE to the lowest compared entry with this formula, charge and spin values for the records above are, in order, 2010.9; 0.0.